{
  "formula": "C12H24BrN4O7S2",
  "method": "ωB97M-V with the def2-TZVPD basis set",
  "energy_ev": -124831.1689,
  "gap_ha": 0.32077,
  "spin_multiplicity": 1,
  "total_charge": 1,
  "elements": ["O", "C", "N", "C", "N", "C", "N", "N", "C", "C", "C", "Br", "H", "H", "H", "H", "H", "H", "H", "H", "O", "S", "O", "O", "C", "C", "C", "H", "H", "H", "H", "H", "H", "H", "H", "O", "S", "O", "O", "C", "C", "C", "H", "H", "H", "H", "H", "H", "H", "H"],
  "xyz": [[-1.073, -6.623, 1.259], [-0.855, -5.754, 0.538], [-0.946, -4.819, -0.281], [-1.439, -3.657, 0.266], [-0.794, -2.491, 0.198], [-1.594, -1.574, 0.802], [-2.667, -2.105, 1.235], [-2.553, -3.400, 0.891], [-3.583, -4.408, 1.200], [-4.990, -3.829, 1.303], [-5.575, -3.322, -0.043], [-6.495, -1.617, 0.314], [0.109, -2.296, -0.221], [-1.347, -0.531, 0.925], [-3.501, -5.227, 0.479], [-3.314, -4.842, 2.173], [-5.632, -4.646, 1.648], [-5.040, -3.054, 2.068], [-4.842, -3.212, -0.841], [-6.374, -3.998, -0.344], [1.926, -0.254, 0.211], [2.418, 0.497, 1.342], [2.469, 1.919, 1.327], [3.836, -0.070, 1.762], [4.875, -0.138, 0.757], [5.485, 1.220, 0.474], [1.543, -0.015, 2.785], [4.489, -0.598, -0.155], [5.637, -0.805, 1.155], [4.766, 1.885, -0.006], [6.345, 1.119, -0.188], [5.802, 1.700, 1.400], [1.533, -1.102, 2.827], [0.528, 0.371, 2.709], [2.035, 0.404, 3.659], [2.465, 5.086, -2.761], [1.130, 5.374, -2.337], [0.841, 5.703, -0.977], [0.180, 4.167, -2.789], [0.552, 2.841, -2.392], [0.239, 2.573, -0.932], [0.435, 6.608, -3.384], [1.607, 2.661, -2.609], [-0.025, 2.162, -3.020], [0.866, 3.178, -0.279], [0.414, 1.524, -0.690], [-0.800, 2.824, -0.709], [0.618, 6.336, -4.420], [0.927, 7.550, -3.148], [-0.630, 6.682, -3.181]],
  "forces_ev_per_angstrom": [[1.267, 0.186, -0.393], [-2.114, -0.474, 0.024], [0.527, -0.278, 0.824], [1.424, 0.556, -0.815], [0.584, 0.636, -0.316], [1.029, 1.310, -0.114], [-1.074, -0.325, 0.494], [-1.498, -1.446, 0.035], [-0.276, -0.249, 0.938], [-0.089, -0.191, -0.624], [-0.416, 0.085, 1.034], [0.342, -0.339, -0.433], [0.026, -0.100, -0.002], [0.080, -0.051, -0.159], [-0.039, 0.349, -0.185], [-0.045, 0.117, -0.134], [0.188, 0.098, 0.088], [0.200, -0.055, -0.115], [-0.121, 0.238, 0.088], [0.203, 0.117, -0.289], [-0.167, 0.078, -0.077], [0.499, -0.337, 0.915], [-0.211, 0.062, -0.436], [-0.409, -0.190, -0.053], [0.743, 0.175, -0.567], [-0.287, 0.207, 0.030], [-0.042, -0.142, -0.025], [-0.203, 0.017, 0.105], [-0.234, -0.066, 0.253], [0.033, -0.011, -0.027], [0.004, -0.096, 0.039], [0.073, -0.065, -0.009], [0.067, 0.011, 0.036], [0.047, 0.105, -0.024], [-0.003, 0.018, -0.023], [0.109, -0.109, 0.240], [-0.413, 0.150, -0.401], [0.215, -0.049, 0.103], [-0.013, 0.189, -0.129], [0.096, -0.642, 0.322], [-0.082, 0.292, 0.153], [-0.085, -0.039, -0.089], [0.010, 0.186, -0.014], [-0.071, 0.256, -0.170], [0.012, -0.059, 0.006], [0.047, -0.015, -0.133], [-0.016, -0.023, -0.092], [0.010, -0.020, 0.022], [0.055, -0.055, 0.069], [0.019, -0.013, 0.029]]
}